No. 1
78
Properties=species:S:1:pos:R:3 method="wB97M-V/def2-TZVPD" orbital_gap_ev=8.564 lumo_ev=-3.5 homo_energy_ev=-12.03 total_charge=+1
C 4.4833 -1.5458 3.2584
C 3.8698 -0.4809 4.1290
O 4.0037 -0.4495 5.3233
O 3.1511 0.4644 3.4423
C 1.7891 0.4753 3.8433
C 1.0467 -0.8779 3.7263
C -0.1276 -0.7233 2.7241
C -0.7948 -2.0896 2.4982
N -2.1570 -2.1773 3.1901
H 4.7971 -2.3987 3.8499
H 5.3151 -1.0940 2.7107
H 3.7563 -1.8203 2.4918
H 1.6568 0.8668 4.8546
H 1.2942 1.1731 3.1704
H 0.6040 -1.0966 4.7029
H 1.6631 -1.6929 3.3509
H -0.8417 0.0003 3.1278
H 0.3368 -0.4061 1.7903
H -0.1787 -2.8878 2.9081
H -0.9253 -2.2930 1.4365
H -2.1994 -3.0285 3.7492
H -2.2636 -1.3747 3.8113
H -2.8889 -2.1699 2.4792
C 2.0409 -4.9291 -1.6224
C 0.7626 -4.1999 -1.9678
O 0.5810 -3.2661 -0.8720
S 2.0113 -2.7937 -0.3517
O 2.3249 -1.5391 -0.9314
O 2.0348 -2.9846 1.0630
O 2.8865 -3.9126 -1.0464
H 1.8764 -5.7018 -0.8691
H 2.5202 -5.3680 -2.4924
H -0.0925 -4.8656 -2.0449
H 0.8639 -3.6277 -2.8843
C 0.0711 -0.2857 -4.3390
C 0.8112 0.0845 -5.6031
O 1.5239 -1.1236 -5.9590
S 0.6671 -2.3874 -5.5388
O -0.0488 -2.8830 -6.6555
O 1.4903 -3.2465 -4.7533
O -0.3574 -1.6426 -4.5630
H 0.7269 -0.2737 -3.4655
H -0.7881 0.3543 -4.1576
H 1.5090 0.9030 -5.4528
H 0.1186 0.3325 -6.4046
C 4.1702 5.1869 5.3604
C 3.3354 6.0922 4.4799
O 2.7290 5.1964 3.5339
S 2.4505 3.7870 4.2285
O 1.0933 3.7314 4.6547
O 2.9917 2.7555 3.4212
O 3.3695 4.0034 5.5101
H 5.1083 4.9078 4.8784
H 4.3783 5.6226 6.3332
H 3.9268 6.8414 3.9622
H 2.5414 6.5822 5.0462
C -4.6393 0.4192 -5.5876
C -4.5392 1.6765 -4.7518
O -3.2604 2.2309 -5.1051
S -2.9449 1.9100 -6.6409
O -3.2857 3.0268 -7.4398
O -1.6529 1.3186 -6.7069
O -4.0495 0.7803 -6.8448
H -4.0577 -0.3975 -5.1550
H -5.6647 0.0937 -5.7373
H -4.5806 1.4742 -3.6863
H -5.3116 2.4005 -5.0181
C -4.4073 1.6649 0.8763
C -3.7282 0.5064 1.5764
O -3.4388 -0.4269 0.5269
S -3.1198 0.3769 -0.8375
O -1.7153 0.4836 -0.9807
O -3.9381 -0.1574 -1.8632
O -3.6979 1.7841 -0.3665
H -5.4535 1.4448 0.6591
H -4.3407 2.5934 1.4357
H -4.3602 0.0347 2.3270
H -2.7766 0.8094 2.0232

***

No. 2
57
Properties=species:S:1:pos:R:3 method="wB97M-V/def2-TZVPD" relative_energy_kcal_mol=67.9 orbital_gap_ev="3.068 / 2.733" lumo_ev="-0.1 / -0.1" homo_energy_ev="-3.20 / -2.81" total_charge=0
P -0.6955 2.2910 1.3658
P -2.3162 -2.0811 1.4411
C -1.4887 0.9550 0.3875
C -2.4253 -0.2231 0.8079
H -0.8137 0.5753 -0.4136
H -2.1449 1.6097 -0.2098
H -3.1722 0.1409 1.5453
H -2.9974 -0.4077 -0.1148
C -0.7779 -3.1085 0.9819
H -0.0266 -3.0057 1.7658
H -0.3031 -2.7971 0.0253
H -0.9447 -4.2044 0.9019
C -3.4835 -2.6417 0.1341
H -2.9932 -2.8652 -0.8227
H -4.1960 -1.8237 -0.0096
H -4.0335 -3.5111 0.5205
C 0.8491 3.0071 0.6969
H 1.3228 3.5968 1.4952
H 0.6506 3.6789 -0.1366
H 1.6362 2.2936 0.3858
C -1.8679 3.6325 1.5894
H -2.8865 3.2116 1.6322
H -1.8094 4.3286 0.7446
H -1.6894 4.1924 2.5201
Sr 1.8785 -0.3467 -0.4178
C 0.2906 -1.5883 -2.1950
C 1.5895 -1.9788 -2.2197
C 2.6561 -1.3509 -3.0860
C 2.5052 0.1688 -3.3906
C 1.9173 1.1094 -2.3760
C 0.5921 1.4414 -2.2814
C -0.5458 0.7641 -2.9454
C -0.4410 -0.7492 -3.2034
C -0.0906 1.8180 2.9638
H -0.4092 -2.1648 -1.5873
H 1.9235 -2.8648 -1.6502
H 2.7154 -1.8669 -4.0679
H 3.6421 -1.5606 -2.6295
H 3.5267 0.5463 -3.6180
H 1.9645 0.2580 -4.3392
H 2.6496 1.7998 -1.8887
H 0.3438 2.4436 -1.9081
H -0.8204 1.2813 -3.8950
H -1.4452 0.9601 -2.3437
H -1.4871 -1.1014 -3.2403
H -0.0607 -0.9353 -4.2220
H -0.3334 0.7804 3.1800
H -0.4930 2.4775 3.7302
H 1.0007 1.9235 2.9698
C 1.7506 -0.6791 4.2877
S 1.6770 -1.3930 2.6402
O 2.6206 -0.6307 1.7179
O 1.9752 -2.8002 2.7101
O 0.2784 -0.9750 2.2699
H 2.5147 -1.1975 4.8846
H 0.7517 -0.8139 4.7531
H 1.9694 0.3808 4.1635

***

No. 3
58
Properties=species:S:1:pos:R:3 method="wB97M-V/def2-TZVPD" orbital_gap_ev=7.707 lumo_ev=-3.8 homo_energy_ev=-11.55 total_charge=+1
C -0.3898 -2.8192 -1.7075
C -1.8976 -2.4256 -1.4307
B -2.0942 -0.8883 -1.8001
O -1.8674 -0.4807 -3.1141
N -2.4845 0.1586 -0.7295
C -3.7414 -0.1995 0.0394
N -2.7777 1.3813 -1.4246
C -1.3358 0.3820 0.1719
C -0.5064 1.5828 0.1586
C 0.6086 1.8376 1.0491
N 0.9596 0.9090 1.9978
C 0.1972 -0.1994 2.0342
C -0.9233 -0.5929 1.2070
H 0.3343 -2.0007 -1.4740
H -0.3160 -3.0394 -2.8098
H -0.0946 -3.7686 -1.1885
H -2.6172 -3.0616 -2.0221
H -2.1531 -2.6042 -0.3528
H -0.9198 -0.2345 -3.1799
H -3.7292 0.2419 1.0716
H -4.6682 0.1455 -0.4914
H -3.8674 -1.3053 0.1804
H -3.5369 1.2427 -2.0931
H -3.0781 2.1033 -0.7632
H -0.7548 2.3712 -0.5932
H 1.1723 2.7911 0.9653
H 0.4746 -0.9418 2.8268
H -1.4641 -1.5522 1.3650
C 0.9672 2.6508 7.2269
C 0.0021 1.6228 6.6624
O -1.3152 2.1201 6.4824
C -1.4592 3.1993 5.5767
C -1.0409 2.8561 4.1573
H 0.5618 3.1018 8.1346
H 1.9261 2.1849 7.4602
H 1.1537 3.4588 6.5158
H -0.0802 0.7933 7.3668
H 0.3824 1.2002 5.7255
H -0.9225 4.0808 5.9427
H -2.5199 3.4586 5.5781
H 0.0344 2.6779 4.0864
H -1.2881 3.6743 3.4768
H -1.5443 1.9469 3.8166
C 4.7640 -2.6581 -4.6554
C 3.3012 -2.9545 -4.3764
O 2.5605 -1.8148 -3.9609
C 2.4806 -0.7435 -4.8883
C 1.7956 -1.1183 -6.1914
H 5.2224 -2.1467 -3.8066
H 5.3094 -3.5832 -4.8487
H 4.8829 -2.0127 -5.5285
H 3.2381 -3.6732 -3.5571
H 2.8238 -3.4252 -5.2417
H 3.4744 -0.3234 -5.0728
H 1.8973 0.0408 -4.3977
H 2.3900 -1.8320 -6.7650
H 1.6483 -0.2332 -6.8127
H 0.8250 -1.5814 -5.9986